Record 1
A molecular structure, C41H37F6GeIrN2OS, computed with the ωB97M-V functional and the def2-TZVPD basis.

XYZ file:
```
90
Properties=species:S:1:pos:R:3:mulliken_charge:R:1
Ir -0.0812 -0.6969 -0.1353 -0.042
N 1.5219 -1.0815 0.4828 0.098
S 3.5932 -0.2855 -1.8440 -0.183
C 2.8136 -1.5892 -2.7560 0.117
C 2.6457 -1.5119 -4.1351 -0.266
C 2.0908 -2.5764 -4.8220 -0.717
C 1.7333 -3.7347 -4.1439 -0.589
C 1.9223 -3.8173 -2.7739 -0.346
C 2.4445 -2.7404 -2.0732 -0.201
C 2.6645 1.1521 -2.2879 0.937
C 3.2791 2.3791 -2.0384 -0.716
C 2.6009 3.5620 -2.2756 -0.822
C 1.3027 3.5348 -2.7702 -0.270
C 0.6969 2.3130 -3.0202 -0.824
C 1.3674 1.1222 -2.7792 -0.367
H 2.1749 -0.4787 0.9892 0.171
H 2.9491 -0.6169 -4.6623 0.460
H 1.9543 -2.5102 -5.8930 0.421
H 1.3052 -4.5677 -4.6854 0.405
H 1.6494 -4.7182 -2.2395 0.622
H 2.5564 -2.7788 -0.9982 0.336
H 4.2951 2.3998 -1.6655 0.459
H 3.0924 4.5065 -2.0800 0.388
H 0.7684 4.4558 -2.9573 0.421
H -0.3165 2.2762 -3.3967 0.371
H 0.8659 0.1846 -2.9810 0.476
C -0.2127 1.1246 0.1326 -0.197
Ge -0.0981 2.0080 1.8724 1.804
C -1.5801 1.3216 2.9495 0.253
C -2.7344 2.0392 3.2397 -0.179
C -3.7900 1.4487 3.9195 -0.817
C -3.7054 0.1260 4.3212 -0.503
C -2.5637 -0.6079 4.0308 -0.802
C -1.5168 -0.0148 3.3451 -0.282
C 1.6143 1.4817 2.6680 0.366
C 2.7736 1.6226 1.9060 -0.780
C 4.0081 1.2383 2.4038 -0.180
C 4.1023 0.7120 3.6841 -0.673
C 2.9617 0.5836 4.4592 -0.673
C 1.7275 0.9652 3.9528 -0.252
C -0.0773 3.9437 1.5840 0.063
C 0.6746 4.4139 0.5070 0.401
C 0.7675 5.7692 0.2356 -0.524
C 0.1005 6.6819 1.0372 -0.565
C -0.6486 6.2316 2.1131 -0.724
C -0.7310 4.8742 2.3848 -0.377
H -0.4688 1.7701 -0.7157 0.295
H -2.8352 3.0683 2.9154 0.299
H -4.6825 2.0234 4.1286 0.412
H -4.5277 -0.3344 4.8527 0.397
H -2.4951 -1.6459 4.3285 0.415
H -0.6405 -0.6062 3.1020 0.344
H 2.7170 2.0391 0.9050 0.214
H 4.8948 1.3483 1.7939 0.422
H 5.0630 0.4070 4.0762 0.391
H 3.0310 0.1836 5.4621 0.417
H 0.8462 0.8614 4.5750 0.400
H 1.1839 3.7139 -0.1497 -0.424
H 1.3581 6.1124 -0.6041 0.406
H 0.1651 7.7409 0.8253 0.388
H -1.1693 6.9392 2.7445 0.399
H -1.2965 4.5498 3.2505 0.378
C -0.3454 -7.2393 -0.9049 -1.448
C -0.3498 -5.7556 -0.6992 1.179
C 0.1638 -5.1746 0.4558 -0.941
C 0.1620 -3.7981 0.5873 -0.503
N -0.3189 -2.9861 -0.3543 0.255
C -0.8167 -3.5311 -1.4605 -0.266
C -0.8566 -4.8967 -1.6679 -1.306
H -0.0211 -7.7636 -0.0086 0.382
H 0.3295 -7.5078 -1.7190 0.297
H -1.3393 -7.5952 -1.1749 0.346
H 0.5666 -5.7865 1.2507 0.379
H 0.5656 -3.3159 1.4671 0.417
H -1.2009 -2.8353 -2.1909 0.627
H -1.2799 -5.2821 -2.5850 0.470
C -3.4996 0.1358 0.2923 -2.057
C -3.1039 -0.4564 -1.0636 1.212
O -1.7957 -0.8483 -1.1364 -0.554
C -3.3319 0.6102 -2.1591 0.472
F -4.5973 1.0629 -2.2046 -0.295
F -2.5452 1.6775 -1.9188 -0.169
F -3.0207 0.1660 -3.3828 -0.263
C -3.9757 -1.7003 -1.3432 0.484
F -5.2859 -1.4099 -1.4280 -0.273
F -3.6349 -2.3279 -2.4790 -0.247
F -3.8318 -2.5904 -0.3464 -0.284
H -2.9011 1.0237 0.4802 0.297
H -3.2848 -0.5927 1.0739 0.409
H -4.5561 0.4017 0.3246 0.528
```

## Properties
Total energy (a.u.): -4947.89125
LUMO energy (eV): -0.521
HOMO (eV): -7.911
2S+1: 1
ΔE to the lowest compared entry with this formula, charge and spin (kJ/mol): 0.00

Record 2
16 unconnected molecules or ions with the total composition C26H86N2O20 at a distorted geometry, computed with the ωB97M-V functional and the def2-TZVPD basis.

XYZ file:
```
134
Properties=species:S:1:pos:R:3:mulliken_charge:R:1
C -26.2639 7.7339 13.0012 0.027
O -25.5294 7.3105 14.1595 -0.649
H -25.8713 8.6751 12.6172 -0.134
H -26.1701 6.9814 12.2141 0.385
H -27.3150 7.8037 13.2690 0.017
H -24.6291 7.6419 14.0871 0.313
C -30.5891 14.9841 18.7666 -0.869
O -29.6630 14.5026 17.8019 -0.486
H -30.2405 15.9144 19.2177 0.329
H -31.5601 15.1769 18.2971 0.247
H -30.7513 14.2279 19.5316 0.278
H -29.3872 15.2523 17.2513 0.245
C -25.5594 10.3081 10.1519 -0.249
O -24.3632 9.5793 9.9147 -0.510
H -26.4626 9.7618 9.8640 0.375
H -25.6656 10.5301 11.2109 -0.296
H -25.5248 11.2518 9.5973 0.355
H -24.3513 9.3516 8.9814 0.281
C -32.9518 12.5555 17.3410 -0.008
O -32.8584 11.6487 18.4122 -0.570
H -33.4969 13.4369 17.6686 0.355
H -31.9655 12.8575 16.9634 -0.324
H -33.4704 12.1103 16.4795 0.221
H -32.2865 10.9048 18.1646 0.404
C -32.0458 8.6293 16.7183 -0.493
O -31.3404 9.3931 17.6773 -0.672
H -32.1727 9.1811 15.7747 0.003
H -31.5511 7.6813 16.4959 0.268
H -33.0592 8.4518 17.0784 0.341
H -30.4229 9.4913 17.3369 0.417
C -30.3068 8.8096 12.8120 0.137
O -31.3188 8.5908 11.8451 -0.672
H -29.3768 9.0966 12.3091 -0.099
H -30.5879 9.5911 13.5188 0.115
H -30.0888 7.8814 13.3535 0.117
H -32.0753 9.1268 12.1111 0.411
C -24.7963 10.2370 19.0479 -0.505
O -26.0871 9.6667 18.9188 -0.419
H -24.0444 9.4519 19.1628 0.402
H -24.5387 10.9213 18.2348 0.006
H -24.8205 10.8224 19.9683 0.247
H -26.1879 9.2451 18.0562 0.276
C -22.1957 11.0265 12.6649 -0.158
O -21.8038 10.4359 13.8821 -0.531
H -21.6019 11.9192 12.4368 0.295
H -22.0700 10.3112 11.8532 0.257
H -23.2433 11.3454 12.5964 -0.157
H -22.1730 10.9374 14.6148 0.309
C -29.0644 11.5968 19.7984 -0.881
O -28.5441 12.1147 18.5769 0.164
H -30.0967 11.2476 19.7156 0.201
H -28.4487 10.7376 20.0619 0.286
H -29.0068 12.3442 20.5942 0.297
H -29.1405 12.7971 18.2239 -0.070
C -27.6254 7.0411 16.8073 -0.619
O -26.5676 7.9792 16.6386 -0.578
H -27.2760 6.0053 16.7568 0.319
H -28.1407 7.2522 17.7380 0.317
H -28.3229 7.1158 15.9602 0.103
H -26.1621 7.8071 15.7696 0.344
C -30.0092 11.7133 15.0966 1.002
C -28.8668 10.7110 15.1778 1.597
C -27.4855 11.3367 15.0699 0.028
O -27.2682 11.9365 13.8111 1.586
C -25.8985 12.1077 13.4981 -0.864
N -28.9349 10.0398 16.4949 0.521
H -29.9302 12.4422 15.9062 -1.449
H -30.9446 11.1758 15.2615 0.279
H -30.0154 12.2071 14.1259 -1.151
H -28.9687 9.9332 14.4153 -0.504
H -26.7417 10.5496 15.2556 0.504
H -27.3665 12.0947 15.8585 -0.647
H -25.4436 12.7664 14.2477 -0.134
H -25.8505 12.5858 12.5265 0.086
H -25.3659 11.1525 13.5578 0.131
H -28.5505 10.7368 17.1398 -0.586
H -28.2158 9.3178 16.5196 0.170
C -28.5033 15.0856 14.4637 -0.078
C -28.2227 16.3115 15.3071 0.674
C -27.5331 17.4202 14.5213 -1.141
O -26.2634 17.0096 14.0750 -0.225
C -25.7010 17.8774 13.1195 -0.955
N -29.4394 16.7943 15.9678 -0.553
H -29.0231 14.3463 15.0738 -0.349
H -27.5866 14.6656 14.0561 -0.133
H -29.1612 15.3203 13.6184 0.400
H -27.4952 16.0081 16.0745 -0.146
H -27.4378 18.3324 15.1265 0.468
H -28.1754 17.6825 13.6622 0.371
H -26.1220 17.6718 12.1278 0.351
H -24.6391 17.6332 13.0263 0.247
H -25.7560 18.9360 13.3831 0.393
H -30.1649 16.8616 15.2561 0.274
H -29.3396 17.7482 16.3006 0.253
C -33.5152 11.1231 11.8908 -0.503
C -32.8860 12.4237 12.3694 0.389
O -32.6314 13.3188 11.3014 -0.630
O -33.4545 10.1599 12.9698 -0.464
H -32.9400 10.7468 11.0425 0.269
H -34.5540 11.2864 11.6059 0.381
H -31.9635 12.1747 12.9069 -0.325
H -33.5583 12.9585 13.0415 0.326
H -31.9549 12.9152 10.7310 0.406
H -34.3611 9.9571 13.2117 0.259
C -29.5490 13.2453 9.9579 -1.120
C -29.1751 13.0352 11.4094 1.321
O -28.7884 11.6724 11.5421 -0.528
O -30.5930 12.3629 9.5652 -0.634
H -28.6327 13.1078 9.3664 0.395
H -29.8772 14.2638 9.7493 0.278
H -30.0441 13.2718 12.0329 -0.123
H -28.3268 13.6820 11.6556 -0.304
H -28.3059 11.6062 12.3835 0.160
H -30.2043 11.4801 9.5599 0.330
C -24.1354 13.4904 17.8561 -0.941
C -25.6427 13.3418 17.7741 1.500
O -26.2042 13.5657 19.0511 -0.703
O -23.5187 13.1100 16.6196 -0.451
H -23.7427 12.7994 18.5998 0.367
H -23.8751 14.5186 18.1133 0.352
H -25.9166 12.3689 17.3552 -0.403
H -26.0209 14.1068 17.0703 -0.410
H -27.0556 13.0979 19.0403 0.486
H -23.7800 13.7488 15.9488 0.277
C -24.5564 14.9795 10.9041 -0.867
C -25.8835 14.6868 10.2274 0.402
O -26.7212 15.8342 10.3081 -0.472
O -24.6461 14.8773 12.3168 -0.348
H -24.2673 16.0008 10.6358 0.327
H -23.8022 14.2575 10.5981 0.423
H -26.3403 13.8080 10.7027 -0.351
H -25.7449 14.3860 9.1817 0.538
H -27.2356 15.8992 9.5003 0.256
H -25.2649 15.5217 12.6790 0.201
```

## Properties
Total energy (a.u.): -2656.30772
LUMO energy (eV): 0.194
HOMO (eV): -9.503
2S+1: 1

Record 3
2 unconnected molecules or ions with the total composition C5H12O at a distorted geometry, computed with the ωB97M-V functional and the def2-TZVPD basis.

XYZ file:
```
18
Properties=species:S:1:pos:R:3:mulliken_charge:R:1
C -1.5726 -2.2514 0.4266 -1.214
C -1.1011 -0.8095 0.6371 -0.110
C 0.2795 -0.5673 0.1331 -0.355
C 0.1222 2.3414 -1.2195 -0.851
O 1.1384 -0.0215 0.9231 -0.236
C 2.3565 0.3920 0.6702 -0.578
H -1.5345 -2.5246 -0.6333 0.317
H -0.9381 -2.9536 0.9754 0.323
H -2.6050 -2.3828 0.7664 0.353
H -1.1210 -0.5542 1.7018 0.242
H -1.8129 -0.1289 0.1431 0.205
H 0.5884 -0.7632 -0.8929 0.434
H 0.0552 1.7266 -2.1211 0.230
H 0.2291 3.3904 -1.5080 0.339
H -0.7903 2.2189 -0.6299 0.190
H 2.7975 0.1510 -0.2912 0.325
H 0.9923 2.0432 -0.6220 0.140
H 2.9163 0.6936 1.5410 0.245
```

## Properties
Total energy (a.u.): -272.81014
LUMO energy (spin up / spin down) (eV): 0.903 / 0.929
HOMO (spin up / spin down) (eV): -6.972 / -7.266
2S+1: 1
ΔE to the lowest compared entry with this formula, charge and spin (kJ/mol): 363.67

Record 4
2 unconnected molecules or ions with the total composition C3H9NO2 at a distorted geometry, computed with the ωB97M-V functional and the def2-TZVPD basis.

XYZ file:
```
15
Properties=species:S:1:pos:R:3:mulliken_charge:R:1
C -1.8574 -0.5112 1.1256 -0.734
C -1.2985 -0.6090 2.3301 0.154
O -1.2698 0.4689 3.2271 -0.472
H -2.2480 -1.4224 0.6797 0.241
H -2.0483 0.3697 0.5265 0.199
H -0.9687 -1.5487 2.7488 0.320
H -1.1111 1.2097 2.6068 0.284
N 2.1643 -0.1357 -1.9671 -0.545
C 1.2433 0.7352 -1.3638 -0.028
O -0.0527 0.1487 -1.1378 -0.445
H 1.8679 -0.8233 -2.6344 0.171
H 3.0577 0.2053 -2.3051 0.190
H 1.5170 1.0371 -0.3418 0.202
H 1.0349 1.6153 -1.9991 0.213
H -0.0307 -0.7393 -1.4953 0.248
```

## Properties
Total energy (a.u.): -324.85822
LUMO energy (eV): 0.886
HOMO (eV): -8.757
2S+1: 1
ΔE to the lowest compared entry with this formula, charge and spin (kJ/mol): 300.33
SMILES: C=CO.NCO